Molecular formula: C75H125As5F30N10O9
Method: DFT, the ωB97M-V functional and the def2-TZVPD basis

Each line ends with the Löwdin charge.
Element x y z (Å)
1 As -1.7801 6.1388 -1.7742  0.800
2 As -4.7436 -12.6158 -3.9013  0.943
3 As 4.5213 -8.4246 -0.1678  0.830
4 As 11.0581 -2.2731 3.5692  0.848
5 As 1.1469 5.1233 8.4210  0.865
6 F -5.2710 -13.4540 -5.4853  -0.344
7 F -0.0045 5.4218 7.0615  -0.343
8 F -4.2950 -11.8221 -2.2645  -0.348
9 F 5.1777 -9.3044 -1.6256  -0.331
10 F -3.0082 -12.3770 -4.5208  -0.351
11 F 3.9080 -7.6006 1.2639  -0.295
12 F 0.9068 6.8175 9.0372  -0.320
13 F -0.2078 4.6300 9.4886  -0.306
14 F -2.5854 6.7849 -3.1326  -0.258
15 F 2.2753 4.7997 9.7677  -0.287
16 F 12.2888 -2.8043 4.7922  -0.319
17 F 11.8433 -3.2259 2.3255  -0.279
18 F 6.0588 -7.4485 -0.1528  -0.322
19 F 10.2525 -1.3710 4.8591  -0.307
20 F 9.8686 -1.6868 2.3981  -0.305
21 F 3.0231 -9.3432 -0.2430  -0.282
22 F -0.3018 7.0261 -2.2580  -0.329
23 F 3.8719 -7.2159 -1.2867  -0.324
24 F -2.1631 7.5276 -0.7048  -0.310
25 F -6.3830 -12.7262 -3.2696  -0.288
26 F -3.2796 5.4652 -1.1078  -0.288
27 F 12.0665 -0.8573 3.1352  -0.309
28 F 1.2065 3.4440 7.7806  -0.317
29 F 10.0939 -3.7397 4.0947  -0.328
30 F -1.3573 4.7294 -2.8141  -0.318
31 F -0.8258 5.3465 -0.5182  -0.296
32 F -4.1273 -14.1791 -3.2446  -0.297
33 F 5.3648 -9.5623 0.8723  -0.274
34 F -4.9329 -10.9900 -4.5113  -0.314
35 F 2.3949 5.6408 7.3110  -0.291
36 O -6.6006 -5.7320 3.0162  0.004
37 O -2.6048 -1.9215 -8.0254  -0.093
38 O -2.9011 -3.6046 -9.3543  -0.108
39 O -4.0482 -1.6844 -9.7221  0.027
40 O -8.7391 -4.9410 2.7946  0.032
41 O -7.3017 -4.9998 1.0935  -0.120
42 O 0.8024 -4.1273 8.0604  -0.022
43 O -0.5470 -2.9771 6.8475  -0.005
44 O 1.1267 -1.9170 7.7093  0.056
45 N -1.1940 -4.4330 -0.7668  -0.096
46 N -6.9036 -6.8560 -10.5430  -0.056
47 N 1.4628 5.4684 -6.9714  -0.113
48 N 3.2603 -7.1559 -8.2688  -0.249
49 N 5.1397 -4.4600 11.8663  -0.231
50 N 0.6200 12.4442 -7.5536  -0.082
51 N 2.7224 10.7031 2.1814  -0.243
52 N 2.9490 -0.0823 2.6802  -0.097
53 N -10.1506 -7.6799 -4.3126  -0.091
54 N -6.2129 3.8253 4.4589  -0.280
55 C -10.4258 -8.4898 -5.3815  0.053
56 C 0.1141 7.4214 -7.5613  0.073
57 C -0.5604 11.0160 5.3519  -0.101
58 C 0.4336 -3.0514 7.5485  -0.931
59 C 2.8678 9.1323 2.1891  0.085
60 C 3.5156 -7.9925 -6.9843  -0.076
61 C 6.9714 -7.2799 -9.4525  -0.220
62 C 3.9663 0.8255 3.2728  0.052
63 C -7.0917 8.2807 6.8505  -0.099
64 C 1.6646 4.0859 -6.8893  -0.002
65 C -7.3897 -8.2318 -8.6561  0.077
66 C 0.3212 6.0228 -7.4802  0.066
67 C 1.2239 -1.6952 1.3281  -0.154
68 C 1.2278 8.2342 -7.3054  -0.146
69 C 5.9649 -0.6963 11.0489  -0.246
70 C 1.0074 9.6935 -7.4627  -0.133
71 C 1.3950 10.5288 -6.4282  0.040
72 C -0.7995 11.5605 3.9023  -0.203
73 C 0.3801 -2.6856 0.6219  -0.137
74 C 0.1508 11.7022 -8.6103  0.034
75 C 2.1673 -8.4692 -6.4070  -0.126
76 C -6.7558 -8.0698 -9.9012  0.057
77 C -4.1629 2.6228 5.0475  -0.159
78 C -8.1180 -7.1592 -8.0524  -0.099
79 C 1.7487 11.1437 3.2110  -0.132
80 C -8.7551 -6.3429 -5.7331  0.070
81 C 0.0815 -2.3960 -0.7071  0.067
82 C 5.6745 -6.1076 13.5013  -0.158
83 C 2.6100 11.1903 0.7613  -0.136
84 C 1.1963 -8.4606 -7.5604  -0.144
85 C 0.3042 10.3296 -8.5130  0.039
86 C 1.9267 -7.8495 -8.7855  -0.062
87 C -5.3152 1.7100 5.3386  -0.131
88 C 4.1212 11.3073 2.5317  -0.051
89 C 0.2374 10.8230 2.9052  -0.143
90 C -10.9101 -7.8861 -3.1452  0.014
91 C 4.4213 -7.4016 -9.2244  -0.113
92 C 3.0403 -5.6295 -7.9961  0.056
93 C -2.0797 -5.3136 -1.4660  0.026
94 C 3.8037 -5.1468 12.2929  -0.049
95 C -7.5374 -5.8267 -9.9204  0.030
96 C -8.1568 -5.9182 -8.6665  0.050
97 C 3.2080 -1.3521 2.7385  0.027
98 C -6.6423 6.7911 7.1323  -0.217
99 C 4.2291 12.5601 1.5826  -0.154
100 C -0.2304 -3.7908 1.2441  0.101
101 C 7.2289 0.1658 10.9771  -0.100
102 C -6.8845 4.4246 3.2680  0.025
103 C 0.9903 -0.3662 1.3814  0.038
104 C 4.9759 -2.9469 11.7026  -0.114
105 C -5.9579 -6.4168 -11.6166  0.040
106 C -3.1649 -2.4244 -9.0131  -0.905
107 C -0.7542 -3.3333 -1.3773  0.037
108 C 5.7075 -6.6731 -8.8038  -0.194
109 C -9.3911 -6.5515 -4.5093  0.073
110 C 2.3691 -2.1985 2.0043  0.113
111 C 4.1495 -6.0581 13.4878  -0.139
112 C -1.0101 -4.6872 0.5019  0.045
113 C -6.2274 6.1965 5.7437  -0.160
114 C -6.6179 2.4049 4.7334  -0.085
115 C 6.9074 -6.9474 -10.9445  -0.119
116 C 1.9135 0.4993 2.0088  0.062
117 C -6.6320 4.6637 5.7612  -0.039
118 C -8.9241 -7.2923 -6.7665  -0.131
119 C -9.8235 -8.2727 -6.6038  0.028
120 C 2.4685 6.2692 -6.6435  0.025
121 C 1.1871 11.9127 -6.4522  0.021
122 C 5.8781 -4.9870 10.6143  0.033
123 C 6.0600 -4.7262 13.0768  -0.125
124 C 6.3027 -2.2158 11.2925  -0.149
125 C 3.7741 11.9862 0.3040  -0.190
126 C 2.4490 7.6270 -6.9888  0.060
127 C -7.4873 -5.2832 2.3137  -0.878
128 C 0.5320 13.9459 -7.5860  0.026
129 C -4.6977 3.7127 4.1262  -0.082
130 H -10.8430 -8.9513 -2.9238  0.127
131 H 4.2091 0.4805 4.2779  0.119
132 H -1.4812 -5.5488 0.9514  0.169
133 H 6.3107 -7.6742 -11.4957  0.072
134 H 6.1017 -6.4617 14.4395  0.130
135 H 4.1933 -2.9620 10.9441  0.142
136 H -1.1290 -3.0584 -2.3522  0.153
137 H -3.9213 3.1187 5.9877  0.119
138 H -6.4116 3.8488 2.4725  0.106
139 H 3.2081 8.9671 3.2113  0.111
140 H 0.9569 3.5971 -6.2198  0.129
141 H 5.2378 12.9718 1.5524  0.128
142 H 4.1630 -8.8369 -7.2211  0.137
143 H -0.4152 5.2596 -7.6844  0.152
144 H 1.8650 8.7832 1.9429  0.111
145 H 3.2940 8.2800 -6.8281  0.132
146 H -4.1855 4.6740 4.1671  0.134
147 H 0.5147 -1.3037 7.2958  0.086
148 H 0.0656 11.2307 1.9090  0.097
149 H 3.5343 12.6609 -0.5178  0.134
150 H 4.8552 0.6834 2.6581  0.121
151 H -3.0714 -4.8613 -1.4611  0.123
152 H 4.6113 -2.6067 12.6719  0.131
153 H -2.3408 -6.1782 -0.8558  0.122
154 H 1.5129 14.4102 -7.6876  0.111
155 H 0.0515 -0.0241 0.9715  0.138
156 H -6.8490 8.8101 7.7718  0.068
157 H -0.4333 12.1795 -9.3833  0.149
158 H 2.3322 -8.6446 -9.4112  0.116
159 H -5.8993 6.7969 7.9298  0.108
160 H -7.5485 2.3353 5.2966  0.133
161 H 1.7938 11.9064 0.8567  0.127
162 H -5.2063 -7.1891 -11.7803  0.105
163 H 2.2022 -5.3960 -7.3394  0.110
164 H -0.2337 9.7512 -9.2497  0.129
165 H -8.1126 -5.4958 -5.9229  0.134
166 H -0.7149 12.6471 3.8913  0.097
167 H 4.3656 -8.4821 -9.3569  0.139
168 H 2.8325 -5.1918 -8.9725  0.106
169 H 6.9557 -5.1022 10.7316  0.113
170 H 5.7821 -6.7099 -7.7170  0.106
171 H 3.3034 5.7161 -6.2392  0.149
172 H 7.0879 1.0909 10.4183  0.079
173 H -11.1578 -9.2742 -5.2576  0.160
174 H 7.9073 -6.8306 -11.3625  0.076
175 H 4.1187 11.5933 3.5835  0.131
176 H -6.6079 8.7893 6.0166  0.070
177 H -6.5270 5.4513 3.3469  0.097
178 H 3.4599 -5.6911 11.4133  0.135
179 H -1.8381 11.3754 3.6282  0.100
180 H 0.8000 -9.4587 -7.7473  0.125
181 H -5.0941 0.7196 4.9406  0.121
182 H -8.5243 -5.0558 -8.1303  0.134
183 H -11.9509 -7.6411 -3.3566  0.126
184 H -9.4360 -5.9241 -3.6314  0.153
185 H 3.6157 1.8569 3.3093  0.107
186 H -4.1383 -0.7570 -9.4913  0.088
187 H 7.9071 -6.7677 -9.2284  0.112
188 H 4.9908 10.6873 2.3137  0.137
189 H 5.3412 -0.4550 10.1881  0.112
190 H 3.0468 -4.3995 12.5313  0.133
191 H 3.9628 -1.6214 3.4625  0.169
192 H -5.4794 1.5197 6.3992  0.118
193 H -5.9995 4.1460 6.4822  0.131
194 H -1.4260 11.2080 5.9859  0.074
195 H 3.7820 8.9316 1.6305  0.106
196 H 2.4421 -3.2745 1.9479  0.144
197 H -7.2158 -9.1881 -8.1853  0.140
198 H -7.4271 -4.8388 -10.3426  0.152
199 H 5.4809 -5.9984 10.5285  0.098
200 H 1.4002 -7.2242 -9.5065  0.132
201 H 4.1370 -7.3050 -6.4104  0.126
202 H -0.0402 9.7737 3.0052  0.108
203 H -0.8025 7.8859 -7.8936  0.132
204 H -6.7172 1.8267 3.8148  0.132
205 H 7.0975 -4.4864 12.8440  0.129
206 H 2.0212 10.1033 -5.6580  0.131
207 H 1.9335 -7.6965 -5.6746  0.117
208 H 5.2768 -0.3352 11.8133  0.102
209 H 5.8127 -4.0411 13.8877  0.139
210 H 1.6437 12.2285 3.1958  0.136
211 H 4.5347 11.3125 -0.0907  0.125
212 H 1.5686 12.5907 -5.7030  0.149
213 H 3.6825 -5.7944 14.4368  0.122
214 H 2.1900 10.8908 4.1750  0.137
215 H -10.4754 -7.2774 -2.3524  0.123
216 H -7.4276 6.2214 7.6290  0.102
217 H -7.6944 4.4348 5.8456  0.130
218 H -0.0637 -4.0014 2.2901  0.149
219 H 2.6639 3.7224 -6.6497  0.117
220 H 5.9761 -6.8278 12.7407  0.118
221 H 3.7384 -7.0190 13.1787  0.119
222 H 3.9536 -5.2468 -7.5407  0.093
223 H 1.7225 1.5251 2.2876  0.146
224 H -6.4900 -6.3859 -12.5674  0.108
225 H -3.2439 2.1855 4.6572  0.130
226 H -7.9590 4.2994 3.4020  0.118
227 H -0.2400 9.9765 5.4216  0.077
228 H -4.5751 3.3407 3.1090  0.129
229 H 5.7636 -5.6029 -9.0030  0.115
230 H 7.9682 -0.4662 10.4850  0.071
231 H 3.9497 -6.8355 -10.0277  0.129
232 H -6.7625 6.8271 5.0337  0.094
233 H -0.0320 14.3402 -6.7407  0.108
234 H -8.7917 -4.3388 2.0487  0.057
235 H 6.9624 -2.4367 12.1316  0.106
236 H -0.0899 14.3279 -8.3956  0.101
237 H -5.1501 6.2681 5.5943  0.114
238 H 5.6203 -4.5221 9.6627  0.117
239 H 6.4591 -6.0023 -11.2507  0.074
240 H 7.6255 0.2893 11.9849  0.074
241 H -6.1329 -8.8005 -10.3955  0.150
242 H 6.7244 -2.6254 10.3746  0.107
243 H 3.6518 13.4424 1.8590  0.124
244 H -5.4987 -5.4438 -11.4419  0.116
245 H 6.9981 -8.3259 -9.1470  0.116
246 H -1.8386 -5.4714 -2.5172  0.121
247 H 2.0906 -9.4292 -5.8965  0.135
248 H -10.0088 -9.0831 -7.2933  0.146
249 H 0.3557 -7.7689 -7.5054  0.115
250 H 0.6244 -1.6009 -1.1964  0.135
251 H 1.5666 3.7315 -7.9154  0.125
252 H 0.2832 11.5173 5.8263  0.065
253 H 2.3265 10.3963 0.0705  0.143
254 H -8.1720 8.4041 6.7741  0.071

Results
Maximum force   4.3 eV/A
HOMO   -8.050 eV
Total charge   +2
Spin multiplicity   1

Molecular formula: C11H22AlBCl3F4N2Na3O8
Method: DFT, the ωB97M-V functional and the def2-TZVPD basis

Each line ends with the Löwdin charge.
Element x y z (Å)
1 Cl 3.2313 5.5474 4.6325  0.484
2 Cl 1.1347 2.8393 0.6236  -0.260
3 Cl 6.0755 6.0567 4.1379  0.439
4 Al 2.6870 0.8840 -4.4128  -0.166
5 Na 0.7411 -1.7055 1.3705  0.806
6 Na -3.1657 5.4778 -2.0501  0.514
7 Na -0.7628 3.1412 -2.1238  0.358
8 F 3.0593 1.9424 -5.6758  -0.195
9 F 4.0840 0.4507 -3.5768  -0.188
10 F 1.5803 1.6310 -3.3535  -0.187
11 F 1.9514 -0.5151 -5.0325  -0.203
12 O -0.8967 0.2294 0.2463  0.030
13 O 4.2403 2.0175 5.9397  0.002
14 O 2.7927 0.7874 4.8058  -0.019
15 O 4.2085 2.6792 2.0187  -0.168
16 O -6.1669 5.3658 -3.7572  -0.690
17 O 4.6095 -0.0975 5.7364  -0.019
18 O -1.2541 0.5184 -3.0310  0.206
19 O -1.0065 -1.9360 -0.0088  0.044
20 N -0.7745 -7.4165 1.7537  0.146
21 N -3.3133 1.6756 -3.4235  0.169
22 C -1.6882 1.4015 0.0637  -0.169
23 C 4.3090 1.2579 2.1163  -0.165
24 C 3.8429 0.8941 5.4790  -0.988
25 C -1.5777 -0.8606 0.0001  -0.482
26 C 4.8345 4.8182 4.4732  -1.010
27 C -2.3567 -7.2551 -0.3113  -0.193
28 C -1.8581 -4.7801 -0.6426  -0.118
29 C -3.0061 -0.4805 -0.2637  -0.008
30 C -1.8865 -6.1635 -1.2802  -0.254
31 C -2.7798 0.9203 -0.9167  -0.142
32 C -1.4680 -7.3473 0.8457  -0.246
33 B -2.3996 1.0020 -2.4998  -0.640
34 H -3.1212 2.6747 -3.4322  0.034
35 H -0.8905 -6.4098 -1.6510  0.114
36 H -2.5538 -6.1511 -2.1431  0.108
37 H 3.3486 2.8451 1.6099  -0.053
38 H 4.2872 0.8227 1.1077  0.068
39 H -7.0468 5.2550 -4.1328  -0.223
40 H -2.1341 1.7694 0.9821  0.144
41 H -3.3649 -7.0403 0.0453  0.118
42 H -2.8440 -4.4978 -0.2674  0.080
43 H -3.6534 -1.1822 -0.7634  0.132
44 H -1.5486 -4.0338 -1.3693  0.068
45 H -3.7298 1.4363 -0.8521  0.128
46 H -0.7184 0.0618 -2.3754  0.112
47 H 5.0841 4.3133 5.3966  0.006
48 H 5.2616 1.0177 2.5860  0.081
49 H -0.9923 2.1635 -0.2261  -0.042
50 H 4.8117 4.1068 3.6528  -0.001
51 H 3.5049 0.8425 2.7190  0.041
52 H -3.4341 -0.2465 0.7107  0.139
53 H -1.1515 -4.7363 0.1872  0.065
54 H -4.2670 1.6301 -3.0820  0.076
55 H -2.3754 -8.2252 -0.8079  0.114

Results
Maximum force   1.5 eV/A
HOMO   -0.667 eV
Total charge   -2
Spin multiplicity   1

Molecular formula: C3H11NS
Method: DFT, the ωB97M-V functional and the def2-TZVPD basis

Each line ends with the Löwdin charge.
Element x y z (Å)
1 S -0.2659 4.1643 1.4035  0.622
2 N 0.9783 -3.5105 0.1409  -0.029
3 C 0.7098 -2.2114 -0.4726  -0.365
4 C -0.8380 3.5403 -0.1846  -0.510
5 C -0.3249 -1.4377 0.3022  -0.122
6 H 0.3829 -2.2981 -1.5129  0.097
7 H 0.1545 -4.0784 0.2902  0.059
8 H -0.5017 2.5352 -0.4082  0.008
9 H 0.7293 4.9464 0.9703  -0.168
10 H -1.9217 3.5450 -0.1531  0.016
11 H 1.6585 -1.6831 -0.4585  0.101
12 H -0.0510 -1.3621 1.3600  0.074
13 H -0.4381 -0.4066 -0.0481  0.057
14 H -1.3314 -1.8698 0.2487  0.070
15 H 1.6171 -4.0326 -0.4480  0.059
16 H -0.5578 4.1591 -1.0298  0.029

Results
Maximum force   0.9 eV/A
HOMO   -9.085 eV
Relative energy (zero: lowest compared OMol25 entry of this formula, charge and spin)   0.4315 eV
SMILES string   CCN.CS
Total charge   0
Spin multiplicity   1